(1)
This record from OMol25 describes C6H12O2 as an isolated structure. The level of theory is the ωB97M-V functional and the def2-TZVPD basis.

Geometry (Å):
1 C -0.85 -1.62 -1.11
2 C 0.09 0.82 0.59
3 C 0.06 -0.52 -1.20
4 C 1.45 0.41 1.12
5 C 0.05 2.13 -0.17
6 C -1.16 -0.86 0.36
7 O -0.35 -2.88 -0.83
8 O -0.90 -1.59 1.33
9 H -0.41 -2.96 0.15
10 H -1.73 -1.61 -1.73
11 H -0.58 0.90 1.45
12 H -2.01 -0.20 0.22
13 H 1.11 -0.74 -1.10
14 H -0.23 0.32 -1.81
15 H 2.22 0.45 0.34
16 H 1.40 -0.59 1.53
17 H 1.76 1.09 1.92
18 H -0.94 2.32 -0.59
19 H 0.26 2.96 0.51
20 H 0.78 2.17 -0.97

Calculated values
- net charge = 0
- E (eV) = -10507.504
- relative energy (zero: lowest compared OMol25 entry of this formula, charge and spin) (kJ/mol) = 463.45
- LUMO energy (eV) = 0.6

=====

(2)
This record from OMol25 describes C23H24N5P2PtS2 as an isolated structure. The level of theory is the ωB97M-V functional and the def2-TZVPD basis.

Geometry (Å):
1 Pt -0.19 0.50 0.12
2 C 2.84 1.35 -1.63
3 C 3.30 1.04 -0.24
4 C 4.67 0.98 0.04
5 C 5.08 0.65 1.30
6 C 4.11 0.39 2.29
7 C 4.48 0.04 3.61
8 C 3.53 -0.21 4.58
9 C 2.19 -0.11 4.25
10 C 1.77 0.24 2.95
11 S 0.12 0.30 2.64
12 C 2.76 0.49 1.93
13 N 2.37 0.81 0.67
14 H 3.64 1.78 -2.23
15 H 1.99 2.02 -1.62
16 H 2.54 0.41 -2.10
17 H 5.38 1.19 -0.75
18 H 6.13 0.58 1.55
19 H 5.53 -0.04 3.85
20 H 3.82 -0.49 5.58
21 H 1.43 -0.31 4.99
22 C 0.36 -0.09 -3.59
23 P -0.71 0.42 -2.21
24 C -1.41 1.98 -2.82
25 C -2.12 -0.73 -2.28
26 C -2.45 -1.42 -3.45
27 C -3.57 -2.25 -3.49
28 C -4.37 -2.39 -2.37
29 C -4.05 -1.71 -1.21
30 C -2.93 -0.90 -1.15
31 P -2.44 -0.06 0.39
32 C -3.63 1.29 0.63
33 C -2.83 -1.23 1.72
34 H -0.18 -0.07 -4.53
35 H 0.74 -1.10 -3.41
36 H 1.20 0.60 -3.67
37 H -1.90 1.85 -3.78
38 H -0.61 2.72 -2.92
39 H -2.13 2.37 -2.10
40 H -1.84 -1.33 -4.34
41 H -3.80 -2.78 -4.40
42 H -5.24 -3.03 -2.41
43 H -4.68 -1.84 -0.33
44 H -4.65 0.91 0.66
45 H -3.55 2.01 -0.18
46 H -3.41 1.79 1.58
47 H -3.87 -1.53 1.69
48 H -2.64 -0.75 2.68
49 H -2.20 -2.11 1.65
50 S -1.07 5.09 1.76
51 C -0.60 3.77 0.93
52 N -0.26 2.82 0.35
53 N 0.42 -1.64 -0.02
54 C 0.28 -2.48 0.80
55 N 0.10 -3.39 1.68
56 C 0.93 -3.25 2.73
57 N 1.62 -3.15 3.65

Calculated values
- net charge = +1
- E (eV) = -75178.626
- relative energy (zero: lowest compared OMol25 entry of this formula, charge and spin) (kJ/mol) = 0.00
- spin multiplicity = 5
- LUMO energy (spin up / spin down) (eV) = -3.0 / -6.8

=====

> Which value of net charge does entry 1 give?

0

=====

> Number 2 is which compound?

C23H24N5P2PtS2

=====

> What is the relative energy (zero: lowest compared OMol25 entry of this formula, charge and spin) in the second record?

0.00 kJ/mol